Entry 1:
Here is a structure of composition C41H57F2N9O6P2W from the Open Molecules 2025 dataset. Energies are from the ωB97M-V functional and the def2-TZVPD basis.

```
118
Properties=species:S:1:pos:R:3:forces:R:3:lowdin_charge:R:1
W -0.315 -0.316 -0.004 2.9 0.9 0.7 2.082
C -3.447 0.238 5.238 0.0 0.0 0.0 -0.060
C -1.956 0.558 5.405 -0.1 -0.1 -0.1 -0.167
C -1.134 -0.039 4.306 0.0 0.1 0.2 -0.108
C -0.518 -1.246 4.296 -0.1 -0.2 0.1 -0.105
C -0.476 -2.274 5.384 0.2 0.1 0.0 -0.173
C 0.782 -2.161 6.256 0.0 0.0 0.0 -0.067
C 0.098 -1.371 3.011 -0.1 0.2 0.1 -0.200
N -0.158 -0.279 2.204 -0.5 -0.5 -0.4 0.021
C -0.910 0.544 3.020 0.2 -0.1 0.0 -0.211
C -1.386 1.772 2.659 -0.3 0.2 0.4 0.041
C -1.173 2.376 1.452 0.2 0.2 0.0 -0.243
C -1.572 3.708 1.127 -0.1 0.1 0.1 -0.114
C -2.423 4.622 1.954 0.0 0.0 -0.1 -0.158
C -3.866 4.709 1.438 0.0 0.0 0.0 -0.060
C -1.021 3.988 -0.081 0.0 0.0 -0.2 -0.122
C -0.242 2.850 -0.458 -0.2 0.1 0.1 -0.206
C 0.725 2.917 -1.407 0.1 0.3 -0.3 0.072
C 1.683 1.957 -1.617 0.1 0.1 0.0 -0.231
N 1.687 0.747 -1.008 -0.2 -0.2 0.4 0.046
C 2.660 0.060 -1.668 0.2 0.3 -0.1 -0.231
C 2.910 -1.268 -1.492 0.3 -0.2 -0.3 0.074
C 2.363 -2.020 -0.496 -0.1 -0.1 0.0 -0.204
N 1.469 -1.546 0.457 -1.0 0.3 0.0 0.011
C 1.534 -2.504 1.456 0.4 -0.1 -0.3 -0.249
C 0.888 -2.418 2.652 0.1 -0.3 0.4 0.049
C 2.380 -3.594 1.092 0.0 -0.1 0.1 -0.105
C 2.866 -3.312 -0.147 0.0 -0.1 -0.2 -0.104
C 3.738 -4.150 -1.028 -0.1 0.0 -0.1 -0.163
C 2.956 -4.699 -2.231 0.0 0.0 0.1 -0.063
C 2.604 -4.819 1.924 -0.1 0.0 -0.1 -0.165
C 1.459 -5.829 1.756 0.1 0.1 0.0 -0.062
C 3.338 0.876 -2.647 0.1 -0.2 -0.1 -0.108
C 2.724 2.082 -2.604 0.0 0.2 0.0 -0.110
C 3.000 3.302 -3.428 -0.2 -0.1 -0.1 -0.170
C 2.123 3.345 -4.688 0.0 0.0 0.0 -0.073
C 4.498 0.443 -3.487 0.1 0.0 0.2 -0.176
C 5.814 0.433 -2.695 0.0 0.0 0.0 -0.068
N -0.412 1.807 0.451 -0.5 -0.9 -0.1 0.014
C -1.171 5.232 -0.900 0.0 -0.1 -0.1 -0.156
C -1.902 4.954 -2.224 0.1 0.0 0.1 -0.077
H -4.031 0.702 6.031 0.0 0.0 0.0 0.085
H -3.617 -0.839 5.273 0.0 0.0 0.0 0.083
H -3.827 0.601 4.278 0.0 0.0 0.0 0.059
H -1.611 0.161 6.360 0.0 0.1 0.0 0.117
H -1.810 1.639 5.447 0.0 0.0 0.0 0.114
H -0.530 -3.272 4.944 -0.1 0.0 0.0 0.115
H -1.362 -2.159 6.009 0.0 0.0 0.0 0.114
H 1.690 -2.304 5.666 0.0 0.0 0.0 0.074
H 0.764 -2.914 7.043 0.0 0.0 0.0 0.082
H 0.842 -1.178 6.725 0.0 0.0 0.0 0.082
H -1.912 2.339 3.419 0.0 0.0 0.0 0.126
H -1.979 5.618 1.933 0.0 0.0 0.1 0.122
H -2.420 4.309 3.000 0.0 0.1 0.0 0.108
H -3.880 4.914 0.365 0.0 0.0 0.0 0.074
H -4.403 5.509 1.947 0.0 0.0 0.0 0.085
H -4.409 3.775 1.601 0.0 0.1 0.0 0.057
H 0.803 3.838 -1.971 0.0 -0.1 0.0 0.121
H 3.654 -1.735 -2.125 -0.1 0.0 0.0 0.126
H 1.040 -3.212 3.371 0.0 0.0 0.0 0.129
H 4.137 -4.981 -0.447 0.1 0.0 0.0 0.112
H 4.592 -3.565 -1.377 0.0 0.0 0.0 0.117
H 2.136 -5.338 -1.898 0.0 0.0 0.0 0.078
H 3.608 -5.288 -2.876 0.0 0.0 0.0 0.083
H 2.524 -3.890 -2.824 0.0 0.0 0.0 0.073
H 2.708 -4.545 2.975 0.1 0.0 0.0 0.114
H 3.543 -5.285 1.627 0.0 0.0 0.0 0.114
H 0.511 -5.413 2.107 0.0 0.0 0.0 0.070
H 1.660 -6.739 2.322 0.0 0.0 0.0 0.083
H 1.340 -6.103 0.706 0.0 0.0 0.0 0.078
H 4.051 3.308 -3.719 0.0 0.0 0.0 0.117
H 2.834 4.201 -2.832 0.1 0.0 0.0 0.115
H 2.302 2.466 -5.310 0.0 0.0 0.0 0.079
H 2.341 4.234 -5.281 0.0 0.0 0.0 0.081
H 1.060 3.362 -4.425 0.1 0.0 0.0 0.057
H 4.594 1.121 -4.336 0.0 0.0 0.0 0.113
H 4.307 -0.552 -3.895 0.0 0.0 -0.1 0.115
H 6.038 1.429 -2.310 0.0 0.0 0.0 0.084
H 6.641 0.123 -3.332 0.0 0.0 0.0 0.082
H 5.759 -0.250 -1.845 0.0 0.0 0.0 0.073
H -0.191 5.673 -1.099 0.0 0.1 0.0 0.124
H -1.736 5.965 -0.325 0.1 0.0 0.0 0.111
H -1.253 4.424 -2.926 -0.1 0.0 0.0 0.052
H -2.215 5.887 -2.693 0.0 0.0 0.0 0.082
H -2.785 4.336 -2.042 0.0 0.0 0.0 0.067
N -5.782 0.403 -0.945 0.3 -0.2 0.1 0.207
C -4.627 -0.488 -0.511 0.2 0.0 0.1 -0.473
C -5.118 -1.545 0.465 -0.1 0.1 0.0 -0.049
P -3.370 0.667 0.160 0.1 0.1 0.1 0.422
O -4.257 1.267 1.362 0.1 -0.4 0.1 -0.117
O -2.204 -0.129 0.822 -0.2 0.0 -0.7 -0.431
O -3.034 1.716 -0.823 -0.2 0.1 -0.3 -0.255
P -3.707 -1.185 -1.979 -0.2 -0.2 -0.1 0.348
O -4.191 -0.087 -3.105 0.0 -0.2 0.0 -0.168
O -4.140 -2.526 -2.383 -0.1 0.1 0.1 -0.243
O -2.299 -0.833 -1.594 -0.2 -0.1 -0.1 -0.403
H -6.019 1.069 -0.207 -0.1 0.0 0.0 0.158
H -6.604 -0.159 -1.167 0.0 -0.1 0.0 0.177
H -5.487 0.904 -1.789 0.0 0.1 -0.1 0.137
H -5.569 -1.090 1.350 0.0 0.0 0.0 0.091
H -4.285 -2.162 0.785 0.0 0.0 0.0 0.077
H -5.839 -2.205 -0.022 0.0 0.0 0.0 0.100
H -3.753 1.546 2.138 0.0 0.0 0.0 0.058
H -4.514 -0.581 -3.872 -0.1 0.0 0.0 0.093
F -0.475 -2.726 -1.002 0.2 0.1 -0.1 -0.003
C -0.934 -2.454 0.274 -1.1 0.0 -0.9 -0.344
F -2.257 -2.666 0.266 -0.1 -0.1 0.3 0.019
H -0.525 -3.227 0.908 0.3 0.4 0.5 0.120
N -1.620 1.396 -6.153 0.1 -0.1 0.0 0.208
C -1.514 1.229 -4.834 -0.6 0.5 0.4 -0.467
N -2.299 1.925 -4.005 0.4 0.0 -0.2 0.221
N -0.608 0.386 -4.389 0.8 -0.6 -0.4 0.188
C -0.349 0.040 -3.204 -0.5 0.6 -0.4 -0.217
N -0.105 -0.283 -2.118 -0.1 -0.4 0.9 0.039
H -2.278 2.032 -6.566 0.0 0.0 0.0 0.125
H -1.031 0.848 -6.756 0.0 0.0 0.0 0.130
H -3.005 2.549 -4.354 0.0 0.0 0.0 0.127
H -2.293 1.720 -3.012 -0.2 0.0 0.1 0.077
```
Positions in Å, forces in eV/Å.

Summary:
Total charge ... +2
DFT total energy ... -94969.3423 eV
HOMO level (alpha / beta) ... -11.8653 / -11.8620 eV
Gap between HOMO and LUMO (alpha / beta) ... 4.6936 / 4.7001 eV
Energy relative to the best compared isomer or geometry (same formula, charge and spin) ... 79.23 kcal per mole

Entry 2:
Here is the ion C8H10N3O2S2 with charge -1 from the Open Molecules 2025 dataset. Energies are from the ωB97M-V functional and the def2-TZVPD basis.

```
25
Properties=species:S:1:pos:R:3:forces:R:3:lowdin_charge:R:1
C -0.372 0.795 2.687 -0.1 0.3 1.5 -0.132
C 0.622 1.743 3.075 -1.1 1.4 1.8 -0.121
C -0.455 0.451 1.405 1.1 1.1 -3.4 -0.070
C 1.429 2.339 2.159 0.3 0.4 -0.4 -0.177
C 0.372 1.053 0.380 0.7 0.5 3.3 -0.339
C 1.413 1.987 0.772 0.2 -1.5 -0.6 -0.741
C -0.660 0.110 -1.579 -0.2 -1.6 0.5 -0.369
C -0.623 -0.025 -3.039 2.1 0.7 -3.1 -0.127
N -0.032 -2.466 -1.105 -0.3 1.5 0.3 -0.219
N 0.148 0.785 -0.902 -0.8 0.7 -1.7 0.094
N 0.940 -2.339 -0.073 -0.3 1.2 -0.1 0.018
O -2.207 -2.047 -2.254 0.0 -0.5 -0.9 -0.334
O -2.155 -1.683 0.099 -0.8 0.1 2.3 -0.331
S 2.722 2.388 -0.247 -0.3 0.4 0.0 0.402
S -1.465 -1.562 -1.130 1.0 0.2 -0.3 0.644
H -1.178 0.440 3.321 0.4 0.1 0.5 0.091
H 0.579 2.241 4.121 0.2 -1.3 -1.6 0.117
H -1.185 -0.123 0.887 -0.9 -0.6 1.1 0.052
H 2.128 3.139 2.427 -0.2 -0.4 0.1 0.084
H 0.251 -0.759 -3.222 -1.4 0.8 -0.1 0.108
H -0.261 0.941 -3.514 -0.5 -1.0 0.7 0.099
H -1.507 -0.393 -3.611 0.7 0.4 1.0 0.072
H -0.252 -3.387 -1.225 -0.9 -3.1 -0.7 0.048
H 0.584 -2.228 0.892 -0.6 -0.4 -0.6 0.085
H 1.163 -1.397 -0.323 1.7 0.8 0.6 0.044
```
Positions in Å, forces in eV/Å.

Summary:
SMILES ... C/C(=N/c1ccccc1[S-])S(=O)(=O)NN
Total charge ... -1
DFT total energy ... -38691.9647 eV
HOMO level (alpha / beta) ... -3.3456 / -3.3459 eV
Gap between HOMO and LUMO (alpha / beta) ... 6.2634 / 6.2641 eV
Energy relative to the best compared isomer or geometry (same formula, charge and spin) ... 13.05 kcal per mole

Entry 3:
Here is a structure of composition C11H11BeClO2 from the Open Molecules 2025 dataset. Energies are from the ωB97M-V functional and the def2-TZVPD basis.

```
26
Properties=species:S:1:pos:R:3:forces:R:3:lowdin_charge:R:1
C -1.276 1.638 2.983 1.4 -1.1 -0.9 -0.180
C -0.985 2.478 1.831 -0.1 -0.8 0.4 -0.181
C 0.013 1.856 1.084 0.0 -0.1 0.5 -0.168
H -1.554 3.380 1.606 0.2 -0.2 -0.2 0.053
C 0.403 0.624 1.735 -0.7 0.3 0.4 -0.290
C -0.420 0.511 2.941 -0.3 0.9 -0.7 -0.185
H -0.449 -0.396 3.561 0.1 0.7 -0.1 0.074
H -2.067 1.795 3.695 -0.2 0.1 0.2 0.044
H 0.462 2.137 0.136 -0.2 0.3 0.1 0.076
H 1.443 0.289 1.715 -0.4 0.1 -0.1 0.083
Be -0.102 -0.880 0.449 -0.7 1.8 0.9 -0.052
Cl -1.911 -1.403 0.623 -0.4 -0.5 0.0 0.174
C -0.451 -1.526 -2.490 0.4 0.7 -0.3 -0.259
C 0.899 -1.056 -2.438 -0.7 0.5 -1.1 -0.246
C 0.891 0.350 -2.702 -0.5 -0.6 0.1 -0.228
H 1.785 -1.674 -2.268 -0.4 0.3 0.0 0.058
C -0.467 0.757 -2.888 0.0 -0.9 0.0 -0.230
C -1.298 -0.406 -2.765 0.9 0.3 -0.1 -0.240
H -2.389 -0.434 -2.860 0.4 0.0 0.1 0.049
H -0.775 -2.561 -2.341 0.1 0.4 0.0 0.056
H 1.773 0.998 -2.738 -0.3 -0.2 0.1 0.045
H -0.812 1.773 -3.098 0.1 -0.3 0.1 0.042
O 1.531 -1.966 2.277 0.5 -1.0 -0.6 -0.026
C 1.828 -2.099 1.093 -0.6 1.3 -0.3 -0.437
O 1.219 -1.486 0.097 1.7 -2.3 1.3 -0.155
H 2.711 -2.697 0.762 -0.3 0.1 0.1 0.124
```
Positions in Å, forces in eV/Å.

Summary:
Total charge ... -2
DFT total energy ... -28605.5287 eV
HOMO level ... 0.1943 eV
Gap between HOMO and LUMO ... 5.6679 eV

Entry 4:
Here is the molecule C6H10O3Si from the Open Molecules 2025 dataset. Energies are from the ωB97M-V functional and the def2-TZVPD basis.

```
20
Properties=species:S:1:pos:R:3:forces:R:3:lowdin_charge:R:1
C -1.525 -2.681 0.009 3.9 2.4 1.1 -0.058
C -0.322 -2.040 0.249 -2.2 -0.1 -1.3 -0.223
C -0.025 -4.187 0.428 1.2 -2.1 -1.3 -0.586
C 1.307 0.135 -1.347 1.8 -2.9 -0.8 -0.178
C 0.911 0.258 1.704 -1.3 1.2 -1.4 -0.160
C -1.502 0.592 -0.392 2.2 2.1 -1.3 -0.179
O 0.576 -5.216 0.398 -0.7 -0.7 0.6 0.161
O -1.330 -3.994 0.168 -1.2 -1.5 0.2 0.139
O 0.589 -3.038 0.487 0.9 1.8 0.6 0.120
Si 0.134 -0.234 0.007 -0.3 -0.4 1.5 0.545
H -2.444 -2.220 -0.119 -1.7 0.1 -0.4 0.105
H 1.810 1.052 -1.236 0.7 1.2 0.4 0.012
H 2.118 -0.694 -1.472 -1.1 1.4 0.8 0.085
H 0.957 0.113 -2.351 -1.0 0.2 -0.8 0.018
H 1.330 1.289 1.700 -0.7 -0.5 0.2 0.044
H 0.153 0.057 2.455 -0.3 0.6 0.2 0.028
H 1.690 -0.359 2.015 1.6 -1.3 0.0 -0.002
H -1.095 1.678 -0.235 -1.4 -1.4 0.0 0.070
H -1.675 0.575 -1.496 0.1 -0.3 0.8 0.045
H -2.403 0.350 0.122 -0.5 0.1 0.6 0.013
```
Positions in Å, forces in eV/Å.

Summary:
SMILES ... C[Si](C)(C)c1coc(=O)o1
Total charge ... 0
DFT total energy ... -20403.9662 eV
HOMO level ... -9.1259 eV
Gap between HOMO and LUMO ... 9.7477 eV
Energy relative to the best compared isomer or geometry (same formula, charge and spin) ... 0.00 kcal per mole

Q: Among the records above, which one has the lowest total charge?
A: C11H11BeClO2

Please write out number 4 again, unchanged.
Here is the molecule C6H10O3Si from the Open Molecules 2025 dataset. Energies are from the ωB97M-V functional and the def2-TZVPD basis.

```
20
Properties=species:S:1:pos:R:3:forces:R:3:lowdin_charge:R:1
C -1.525 -2.681 0.009 3.9 2.4 1.1 -0.058
C -0.322 -2.040 0.249 -2.2 -0.1 -1.3 -0.223
C -0.025 -4.187 0.428 1.2 -2.1 -1.3 -0.586
C 1.307 0.135 -1.347 1.8 -2.9 -0.8 -0.178
C 0.911 0.258 1.704 -1.3 1.2 -1.4 -0.160
C -1.502 0.592 -0.392 2.2 2.1 -1.3 -0.179
O 0.576 -5.216 0.398 -0.7 -0.7 0.6 0.161
O -1.330 -3.994 0.168 -1.2 -1.5 0.2 0.139
O 0.589 -3.038 0.487 0.9 1.8 0.6 0.120
Si 0.134 -0.234 0.007 -0.3 -0.4 1.5 0.545
H -2.444 -2.220 -0.119 -1.7 0.1 -0.4 0.105
H 1.810 1.052 -1.236 0.7 1.2 0.4 0.012
H 2.118 -0.694 -1.472 -1.1 1.4 0.8 0.085
H 0.957 0.113 -2.351 -1.0 0.2 -0.8 0.018
H 1.330 1.289 1.700 -0.7 -0.5 0.2 0.044
H 0.153 0.057 2.455 -0.3 0.6 0.2 0.028
H 1.690 -0.359 2.015 1.6 -1.3 0.0 -0.002
H -1.095 1.678 -0.235 -1.4 -1.4 0.0 0.070
H -1.675 0.575 -1.496 0.1 -0.3 0.8 0.045
H -2.403 0.350 0.122 -0.5 0.1 0.6 0.013
```
Positions in Å, forces in eV/Å.

Summary:
SMILES ... C[Si](C)(C)c1coc(=O)o1
Total charge ... 0
DFT total energy ... -20403.9662 eV
HOMO level ... -9.1259 eV
Gap between HOMO and LUMO ... 9.7477 eV
Energy relative to the best compared isomer or geometry (same formula, charge and spin) ... 0.00 kcal per mole